Record 1
Molecular formula: C12H36O12
Method: DFT, ωB97M-V with the def2-TZVPD basis set

As for the energy: -37592.6884 eV. The value obtained for the HOMO-LUMO gap is 0.3764 Ha.

Last column: Löwdin charge in e.
Atoms and positions in Å:
C1 2.690 -1.528 2.575  -0.2280
C2 2.209 -0.095 2.700  -0.2033
O1 1.454 0.100 3.954  -0.0708
O2 1.638 -2.467 2.853  -0.0702
H1 3.522 -1.617 3.273  0.1182
H2 3.146 -1.775 1.617  0.1121
H3 1.682 0.364 1.863  0.0898
H4 3.079 0.562 2.736  0.1152
H5 0.551 -0.212 3.855  0.0720
H6 2.053 -3.332 2.891  0.0655
C3 -0.929 -0.552 -1.148  -0.2505
C4 -0.706 -1.378 0.065  -0.2032
O3 0.291 -2.372 -0.337  -0.0876
O4 -1.710 0.570 -0.805  -0.0945
H7 -1.364 -1.114 -1.975  0.1280
H8 0.041 -0.183 -1.479  0.1188
H9 -1.576 -1.981 0.326  0.1273
H10 -0.303 -0.752 0.860  0.1160
H11 0.637 -2.841 0.426  0.0516
H12 -2.389 0.282 -0.190  0.0398
C5 0.065 2.193 -3.530  -0.2827
C6 -1.264 2.907 -3.351  -0.2309
O5 -2.147 2.874 -4.490  -0.0564
O6 0.979 2.839 -4.352  -0.0548
H13 -0.046 1.186 -3.931  0.1197
H14 0.607 2.153 -2.585  0.1138
H15 -0.977 3.956 -3.275  0.1253
H16 -1.653 2.453 -2.439  0.0911
H17 -2.547 2.021 -4.307  0.0725
H18 0.667 2.860 -5.260  0.0902
C7 -4.610 1.076 -0.760  -0.2107
C8 -5.631 2.112 -0.221  -0.2850
O7 -6.046 3.065 -1.109  -0.0394
O8 -4.310 0.088 0.247  -0.0680
H19 -3.766 1.653 -1.139  0.1010
H20 -5.114 0.603 -1.603  0.1263
H21 -5.262 2.692 0.625  0.1228
H22 -6.457 1.478 0.101  0.1187
H23 -5.385 3.326 -1.755  0.0929
H24 -4.943 -0.632 0.204  0.0982
C9 2.576 -5.648 0.852  -0.2089
C10 3.624 -6.728 0.860  -0.2068
O9 4.962 -6.316 1.358  -0.0747
O10 3.136 -4.418 0.307  -0.0916
H25 2.187 -5.345 1.825  0.1062
H26 1.735 -5.889 0.202  0.1211
H27 3.767 -7.206 -0.109  0.1166
H28 3.329 -7.508 1.561  0.1136
H29 5.422 -6.194 0.524  0.0683
H30 2.863 -4.243 -0.597  0.0808
C11 1.798 4.206 1.509  -0.2189
C12 0.807 3.308 0.641  -0.2389
O11 -0.345 3.109 1.401  -0.0609
O12 1.382 5.572 1.461  -0.0795
H31 2.856 4.130 1.257  0.1084
H32 1.963 3.905 2.544  0.1118
H33 1.472 2.451 0.537  0.0977
H34 0.504 3.895 -0.226  0.1178
H35 -0.893 2.498 0.902  0.0630
H36 0.681 5.840 2.059  0.0841

Forces on atoms 1 to 3 (eV/Å):
0.161 -0.185 0.026
-0.907 0.496 1.096
1.269 0.161 -1.178

---

Record 2
Molecular formula: C12H36O12
Method: DFT, ωB97M-V with the def2-TZVPD basis set

As for the energy: -37593.8376 eV. The value obtained for the HOMO-LUMO gap is 0.3734 Ha.

Last column: Löwdin charge in e.
Atoms and positions in Å:
C1 0.245 0.543 12.137  -0.2308
C2 -0.188 1.818 11.432  -0.2433
O1 -0.178 2.909 12.366  -0.0814
O2 -0.148 -0.578 11.341  -0.0762
H1 -0.137 0.500 13.153  0.1218
H2 1.336 0.479 12.179  0.1177
H3 -1.192 1.748 11.009  0.1190
H4 0.470 2.098 10.604  0.1141
H5 -0.536 3.686 11.924  0.0651
H6 0.494 -0.707 10.643  0.0778
C3 3.270 6.897 11.173  -0.2262
C4 4.568 7.554 10.704  -0.2525
O3 5.455 7.863 11.769  -0.0671
O4 2.632 7.660 12.203  -0.0684
H7 3.557 5.917 11.571  0.1233
H8 2.550 6.859 10.364  0.0882
H9 4.390 8.449 10.095  0.1138
H10 5.142 6.879 10.067  0.1196
H11 5.093 8.527 12.363  0.0763
H12 3.303 7.792 12.884  0.0681
C5 2.907 7.397 5.601  -0.2736
C6 3.704 7.287 6.879  -0.2204
O5 2.826 7.179 8.005  -0.0882
O6 2.375 8.699 5.486  -0.0552
H13 2.087 6.661 5.540  0.1154
H14 3.481 7.037 4.730  0.1185
H15 4.320 8.185 6.946  0.1246
H16 4.287 6.371 6.889  0.1230
H17 2.352 8.019 8.060  0.0926
H18 1.914 8.805 4.652  0.0886
C7 -1.212 5.980 7.662  -0.2429
C8 -0.694 6.294 9.082  -0.2361
O7 -1.441 5.620 10.076  -0.0451
O8 -2.539 6.412 7.544  -0.0787
H19 -1.010 4.919 7.470  0.1224
H20 -0.575 6.471 6.915  0.1127
H21 -0.828 7.381 9.166  0.1244
H22 0.365 6.031 9.079  0.1069
H23 -2.141 6.252 10.267  0.0831
H24 -2.918 6.198 6.677  0.0483
C9 -4.745 7.248 5.137  -0.2534
C10 -4.482 5.956 4.385  -0.2154
O9 -3.619 5.159 5.217  -0.0712
O10 -5.770 7.949 4.448  -0.0607
H25 -3.857 7.895 5.155  0.1278
H26 -5.069 7.021 6.157  0.1103
H27 -4.142 6.101 3.357  0.1250
H28 -5.475 5.506 4.260  0.1257
H29 -3.614 4.325 4.731  0.1018
H30 -6.223 8.582 5.005  0.0805
C11 -6.297 8.891 9.893  -0.2626
C12 -5.253 8.360 8.891  -0.2560
O11 -5.030 6.966 8.967  -0.0753
O12 -6.280 10.289 9.867  -0.0504
H31 -5.907 8.542 10.854  0.1211
H32 -7.258 8.381 9.789  0.1218
H33 -4.341 8.897 9.172  0.1226
H34 -5.511 8.604 7.851  0.1007
H35 -4.126 6.757 8.697  0.0390
H36 -6.871 10.608 9.178  0.0899

Forces on atoms 1 to 3 (eV/Å):
0.852 0.004 -1.292
-0.254 1.301 0.305
0.142 -0.349 0.125

---

Record 3
Molecular formula: C12H36O12
Method: DFT, ωB97M-V with the def2-TZVPD basis set

As for the energy: -37592.9002 eV. The value obtained for the HOMO-LUMO gap is 0.3627 Ha.

Last column: Löwdin charge in e.
Atoms and positions in Å:
C1 2.895 -3.034 0.974  -0.2407
C2 2.219 -3.680 -0.288  -0.1798
O1 1.710 -2.636 -1.179  -0.0758
O2 1.951 -2.382 1.757  -0.0684
H1 3.721 -2.396 0.659  0.1258
H2 3.341 -3.774 1.638  0.1129
H3 1.412 -4.309 0.088  0.1003
H4 2.930 -4.320 -0.811  0.1189
H5 1.043 -2.099 -0.746  0.0197
H6 1.148 -2.903 1.685  0.0945
C3 -2.886 4.588 -0.647  -0.2104
C4 -1.521 4.623 -1.292  -0.2738
O3 -1.187 3.303 -1.711  -0.0541
O4 -2.567 3.961 0.612  -0.0874
H7 -3.540 3.943 -1.233  0.1204
H8 -3.216 5.589 -0.369  0.1259
H9 -0.830 5.245 -0.722  0.1322
H10 -1.694 5.177 -2.215  0.1144
H11 -0.325 3.523 -2.072  0.0944
H12 -1.905 3.347 0.286  0.0457
C5 -3.283 -0.722 1.322  -0.1753
C6 -4.220 0.215 2.119  -0.2433
O5 -5.444 0.452 1.472  -0.0497
O6 -2.920 -0.046 0.083  -0.0913
H13 -3.658 -1.712 1.062  0.1201
H14 -2.376 -0.897 1.902  0.1164
H15 -3.781 1.161 2.436  0.1206
H16 -4.464 -0.120 3.127  0.1188
H17 -5.279 1.006 0.705  0.0776
H18 -3.738 0.125 -0.389  0.0863
C7 4.807 2.697 0.340  -0.2648
C8 5.267 2.935 1.788  -0.2186
O7 4.269 2.273 2.578  -0.0850
O8 4.843 1.343 0.013  -0.0585
H19 5.338 3.353 -0.350  0.1142
H20 3.769 3.019 0.249  0.1066
H21 5.305 4.017 1.918  0.1083
H22 6.160 2.404 2.118  0.1193
H23 4.492 2.384 3.505  0.0783
H24 4.096 0.948 0.469  0.0361
C9 -1.309 -4.505 -1.982  -0.2371
C10 -1.989 -3.139 -2.238  -0.2501
O9 -3.331 -3.143 -2.668  -0.0584
O10 -1.144 -5.139 -3.217  -0.0495
H25 -1.897 -5.117 -1.298  0.1187
H26 -0.324 -4.239 -1.598  0.0983
H27 -1.337 -2.458 -2.785  0.1301
H28 -2.051 -2.611 -1.287  0.0881
H29 -3.774 -3.884 -2.249  0.0812
H30 -2.009 -5.414 -3.528  0.0842
C11 1.258 0.829 0.553  -0.3318
C12 0.251 0.357 -0.407  -0.2285
O11 -0.170 -0.898 0.019  -0.0730
O12 2.397 0.192 0.582  -0.0242
H31 0.879 0.831 1.575  0.1431
H32 1.516 1.844 0.251  0.1269
H33 0.704 0.326 -1.397  0.1406
H34 -0.596 1.043 -0.373  0.1068
H35 -1.120 -0.845 0.150  0.0405
H36 2.163 -0.631 1.017  0.0630

Forces on atoms 1 to 3 (eV/Å):
0.589 -1.711 -1.167
0.117 2.014 0.670
1.172 -1.811 0.176

---

Record 4
Molecular formula: C12H37N3O7P
Method: DFT, ωB97M-V with the def2-TZVPD basis set

As for the energy: -41126.3456 eV. The value obtained for the HOMO-LUMO gap is 0.2817 Ha. Its charge is +1.

Last column: Löwdin charge in e.
Atoms and positions in Å:
N1 1.600 0.202 1.301  0.0307
C1 0.129 0.173 1.660  -0.3781
C2 -0.815 0.659 0.378  -0.0578
N2 -2.312 0.462 0.638  -0.0033
C3 -2.657 0.263 2.098  -0.2891
P1 -4.537 0.407 2.494  0.7612
O1 -4.672 0.275 4.081  -0.3281
O2 -5.285 -1.054 1.832  -0.2012
O3 -5.275 1.883 1.938  -0.1743
C4 -1.714 1.297 2.965  -0.1572
N3 -0.223 0.951 2.925  -0.0418
H1 2.224 0.100 2.132  0.0962
H2 1.827 -0.521 0.559  0.0781
H3 -0.125 -0.967 1.909  0.1478
H4 -0.551 0.034 -0.602  0.1668
H5 -0.539 1.809 0.219  0.1717
H6 -2.777 1.338 0.268  0.1848
H7 -2.678 -0.387 0.110  0.1968
H8 -2.366 -0.862 2.359  0.1677
H9 -4.513 -1.714 1.735  0.0960
H10 -5.258 1.966 0.934  0.1025
H11 -2.027 1.399 4.099  0.1575
H12 -1.806 2.383 2.482  0.1492
H13 -0.027 0.318 3.758  0.1371
C5 4.579 -0.355 -2.943  -0.0821
C6 4.656 -0.900 -1.532  -0.3159
O4 3.383 -1.386 -1.131  -0.1114
H14 3.843 0.452 -3.005  0.0631
H15 5.552 0.027 -3.267  0.0814
H16 4.257 -1.134 -3.642  0.0785
H17 4.957 -0.114 -0.834  0.1164
H18 5.381 -1.717 -1.466  0.0866
H19 3.129 -2.090 -1.752  0.0785
C7 3.438 4.707 -3.437  -0.0986
C8 3.957 3.773 -4.511  -0.3235
O5 3.175 2.589 -4.544  -0.1010
H20 3.469 4.220 -2.456  0.0743
H21 4.033 5.623 -3.395  0.0770
H22 2.393 4.973 -3.627  0.0701
H23 4.994 3.492 -4.305  0.1150
H24 3.918 4.248 -5.496  0.1100
H25 2.258 2.848 -4.736  0.0860
C9 -8.496 1.700 3.251  -0.0941
C10 -8.844 0.318 3.763  -0.3136
O6 -8.133 -0.666 3.026  -0.0940
H26 -8.742 1.790 2.188  0.0783
H27 -9.039 2.470 3.806  0.0786
H28 -7.422 1.889 3.346  0.0455
H29 -9.915 0.125 3.646  0.1168
H30 -8.589 0.216 4.822  0.1128
H31 -7.184 -0.490 3.143  0.0315
C11 6.130 -5.809 -2.153  -0.0884
C12 5.381 -4.566 -1.722  -0.3360
O7 4.005 -4.690 -2.050  -0.0953
H32 6.024 -5.968 -3.231  0.0817
H33 7.194 -5.728 -1.911  0.0788
H34 5.723 -6.698 -1.659  0.0754
H35 5.776 -3.684 -2.234  0.1005
H36 5.472 -4.408 -0.643  0.1130
H37 3.662 -5.471 -1.583  0.0911

Forces on atoms 1 to 3 (eV/Å):
-1.457 -0.106 -0.191
-0.114 -2.316 0.370
3.147 0.321 -0.383

---

Results for LUMO: 0.30; 0.26; 0.36; -4.22 (in eV, following the order of the records).